Below is one molecule with the formula C4H10O, with properties calculated with the ωB97M-V functional and the def2-TZVPD basis.

XYZ file:
```
15
Properties=species:S:1:pos:R:3:forces:R:3:mulliken_charge:R:1
O 0.0917 -1.0944 1.0376 0.19 -0.43 0.18 -0.561
C -0.5423 0.2560 -0.7922 0.03 0.07 0.10 -0.591
C -0.6492 -1.0627 -1.5657 0.01 0.00 -0.01 -1.124
C 0.5104 1.2343 1.4213 0.00 0.10 -0.08 -1.129
C 0.4513 0.1098 0.3703 0.02 0.13 -0.04 0.332
H -1.3994 -1.0175 -2.3617 0.14 0.10 0.10 0.353
H -1.5310 0.5449 -0.4119 0.17 -0.06 0.06 0.347
H -0.9218 -1.8638 -0.8758 -0.01 0.08 -0.20 0.294
H -0.2104 1.0613 -1.4604 -0.02 -0.06 0.19 0.302
H 1.3534 1.9063 1.2508 -0.10 0.08 -0.09 0.313
H -0.4058 1.8307 1.4806 0.06 -0.14 -0.13 0.293
H 0.8337 -1.3478 1.5979 -0.18 -0.01 0.01 0.319
H 0.6543 0.7818 2.4130 0.01 0.12 -0.28 0.314
H 0.3146 -1.3309 -2.0168 -0.15 0.06 0.04 0.281
H 1.4503 -0.0081 -0.0870 -0.15 -0.04 0.17 0.258
```
Positions in Å, forces in eV/Å.

Summary:
relative energy (zero: lowest compared OMol25 entry of this formula, charge and spin) = 7.9 kcal/mol
LUMO level = 1.01 eV
multiplicity = 1
SMILES = CC[C@@H](C)O
E_HOMO = -10.210 eV
Kohn-Sham gap = 0.4122 hartree